Entry 1:
Molecular formula: C2H2N2O2S
Method: DFT, wB97M-V/def2-TZVPD

```
9
C2H2N2O2S (wB97M-V/def2-TZVPD)
O 2.74562 -0.99179 -1.06416
C 1.97453 1.99150 0.38791
N 2.27787 3.09576 0.48295
O 2.10706 -2.14742 0.66691
H -0.95804 0.08853 0.88451
H 0.66769 0.31624 -0.69304
S -0.18431 -0.73872 1.33344
C 0.89562 -0.37870 0.01185
N 2.03037 -1.23560 -0.07549
```

2S+1: 1
HOMO (spin up / spin down): -11.14 / -10.04 eV
Kohn-Sham gap (spin up / spin down): 7.858 / 6.361 eV
Energy relative to the best compared isomer or geometry (same formula, charge and spin): 178.1 kcal per mole
Energy: -20008.62510 eV

=====

Entry 2:
Molecular formula: C6H14O
Method: DFT, wB97M-V/def2-TZVPD

```
21
C6H14O (wB97M-V/def2-TZVPD)
H -1.13236 0.06830 -0.52542
H -4.07671 0.33304 -0.40279
H 1.64786 -0.82153 -0.77934
H -2.93515 -0.19351 -1.73761
H -2.38682 0.18019 1.34489
C 0.34457 -0.43510 0.92452
O 2.53219 0.32043 0.69197
H -0.75800 -1.70191 -0.46149
H -2.78022 -1.44658 0.59238
H 1.06189 0.84716 -0.64082
C 1.40907 -0.01968 -0.05286
C 3.55982 0.75795 -0.13466
H 3.88061 0.00238 -0.87142
H 0.12664 0.37579 1.62563
H 3.27398 1.66673 -0.68547
H 0.72553 -1.27497 1.50014
C -3.04973 0.30588 -0.75279
C -2.25334 -0.51332 0.52239
C -0.86000 -0.80823 0.16184
H -2.71283 1.35871 -0.85069
H 4.38299 0.99826 0.53160
```

SMILES: CCCCCOC
2S+1: 1
HOMO: -9.37 eV
Kohn-Sham gap: 10.484 eV
Energy relative to the best compared isomer or geometry (same formula, charge and spin): 64.4 kcal per mole
Energy: -8494.10036 eV

=====

Entry 3:
Molecular formula: C21H31Cl2F9NO13PS2Si2
Method: DFT, wB97M-V/def2-TZVPD

```
82
C21H31Cl2F9NO13PS2Si2 (wB97M-V/def2-TZVPD)
C -3.38498 0.28541 2.59945
H 7.37384 3.10166 -2.60227
O 7.21399 4.19555 -0.88919
C -1.74188 5.12923 -0.98508
H 1.10792 -4.92359 3.48914
C -0.86533 -7.08163 2.11660
C 7.61364 4.27132 0.39677
O -2.16911 0.08475 2.87168
F 4.08324 0.95039 -2.79600
F 8.35643 6.53556 0.44328
H -2.08933 3.10692 1.00480
H 0.15419 3.97405 -1.05247
C -5.45806 0.87366 3.58711
Cl -4.56868 6.72230 -1.13891
C 3.15561 0.09502 -2.31304
C 6.24442 1.98426 -1.16053
H 5.28120 2.44307 -1.39203
O -4.21900 3.78871 -0.75172
F 7.51378 5.75399 2.27177
H -5.13992 3.16592 3.51638
C -5.90772 -1.96863 -0.00298
C -0.97114 -4.47328 3.75849
F 1.95373 0.61387 -2.63933
H -6.41199 2.53880 4.77160
O -1.49079 -6.42177 1.32466
H 6.24330 1.76428 -0.09043
P -3.21202 1.03670 -2.20291
H -1.04355 -4.87083 4.77407
H -0.81302 -3.39410 3.81194
H 4.09803 -3.09517 -4.53449
O -2.09373 -1.31418 -0.11363
F 6.22462 6.20963 0.60266
C -1.12286 2.91337 0.43477
S -7.21481 -1.22281 -0.71728
C 3.12303 -2.66536 -4.78009
O -6.50902 0.46348 3.04280
H 3.11590 -2.47887 -5.85569
H -3.94018 1.97875 1.27952
Si -3.41487 -2.36572 -0.47858
C 3.34961 -1.31927 -2.85278
H 2.07803 -4.54512 -4.96771
O 3.82192 -2.23837 -2.23664
H -1.21523 3.05775 -1.84414
H -4.90408 0.45652 0.92701
H 1.98896 -3.82935 -3.34931
C -5.41537 2.32683 4.23718
C -0.96990 3.72542 -0.93836
C 1.98983 -3.60560 -4.41843
H -1.93278 -4.65823 3.27442
F -1.94863 -9.14282 1.56603
F 0.20804 -9.16577 1.68530
Si -2.54226 0.37914 -0.18960
C 0.15641 -5.14350 3.00127
H 8.35439 2.48652 -1.27943
N -4.80861 -2.21028 0.63894
F 3.24206 0.15955 -0.97232
C -0.90018 -8.60444 2.21426
H -1.09599 5.90464 -0.44442
C 7.38081 2.91911 -1.52592
O 8.08267 3.35240 1.01574
H 1.02397 -3.14904 -4.64930
C 7.42562 5.68850 0.93149
C -0.89665 1.34435 0.17696
H -1.76774 5.45405 -2.09554
O -4.68338 0.24368 -2.66486
H -4.53225 -0.11972 -3.57290
F -0.97693 -9.03870 3.48955
O -3.46484 5.23248 1.09457
Cl -1.61729 0.45897 -3.51727
H 6.32871 1.04294 -1.70611
O -0.00095 -6.57085 3.02054
H 0.22908 -4.77476 1.97438
O 2.95105 -1.39176 -4.13884
H -0.38562 0.78724 1.03020
O -4.31125 0.01000 3.65868
C -3.85442 0.84063 1.15341
H -0.25592 1.19784 -0.76214
H -3.01134 -3.79103 -0.45595
H -4.61273 2.31033 5.06207
S -3.50108 5.06284 -0.41920
H -0.26385 3.26184 1.12477
H -3.81679 -2.10974 -1.87643
```

2S+1: 1
HOMO: -8.70 eV
Kohn-Sham gap: 7.595 eV
Energy: -146605.40809 eV

=====

Entry 4:
Molecular formula: CH2Cl3N
Method: DFT, wB97M-V/def2-TZVPD

```
7
CH2Cl3N (wB97M-V/def2-TZVPD)
H 1.45827 0.80036 0.00761
Cl -0.71442 0.62450 1.80499
Cl -1.26998 1.04996 -0.99743
Cl -1.19371 -1.63631 0.09025
C -0.59314 -0.09346 0.20690
N 1.08138 -0.17131 -0.07445
H 1.23161 -0.57375 -1.03787
```

SMILES: NC(Cl)(Cl)Cl
2S+1: 1
HOMO: -10.21 eV
Kohn-Sham gap: 10.841 eV
Energy relative to the best compared isomer or geometry (same formula, charge and spin): 22.5 kcal per mole
Energy: -40125.88553 eV

=====

Entry 5:
Molecular formula: C30H23ClN4OsPSSe4
Method: DFT, wB97M-V/def2-TZVPD

```
65
C30H23ClN4OsPSSe4 (wB97M-V/def2-TZVPD)
H -3.78395 -3.71012 2.46609
C 0.53138 -2.62481 -3.60304
C 0.35226 3.90017 -3.20896
N -4.41484 -1.79317 2.09891
H 6.51615 -0.96300 -3.52622
H 2.72029 2.00070 4.48898
H 0.04589 4.76179 -3.78605
C -0.32661 -0.47004 2.23844
C -0.11383 1.76886 -2.27889
P 1.67687 0.19483 -0.79443
Se -1.91498 -4.73484 -0.31835
H 4.55701 0.50021 -0.02992
C 4.49018 0.06184 -1.01578
H 3.71073 -0.11629 3.67501
H 3.03620 2.66548 -1.55416
Se 1.16028 -2.88409 0.36905
C 2.54331 1.67564 3.47225
H -7.00960 -1.02026 0.11713
H 3.31700 -0.85838 1.37160
C 5.65896 -0.20977 -1.71232
H -4.33823 2.19436 2.21852
H -6.20129 0.94280 1.48977
C -2.19463 0.07187 1.03413
H -0.28822 0.05879 4.29678
C -0.54037 2.85980 -3.01573
H 4.31662 -1.42054 -4.57625
H 2.25330 -0.93037 -3.36615
H 1.34056 3.37820 2.96851
C -5.26076 0.42446 1.63693
N 0.37372 -2.09364 -2.56579
C 2.03031 2.72453 -1.95215
H 0.93758 2.64720 0.66095
C -4.20134 1.13790 2.01182
Os -0.13174 -1.31916 -0.78005
N -0.96556 -0.45841 1.05701
H 2.33224 4.64357 -2.84338
H 6.61494 0.00722 -1.25486
C -5.30379 -1.03993 1.44238
C 4.37249 -1.00706 -3.57842
C 2.87701 0.07156 1.71360
H -6.96620 -3.51447 -0.11768
S 0.79198 -3.29050 -5.03331
C 3.25257 -0.21612 -1.59467
C -6.24844 -2.99821 0.50935
C 1.77014 2.44834 2.62002
C 2.09880 0.84443 0.84879
H -1.53580 2.88758 -3.43605
C -0.85999 0.08988 3.38051
H -2.56192 1.10521 4.21641
Cl -1.26343 0.43967 -2.10355
C -2.82094 0.62731 2.13891
H -2.72730 0.03827 0.09558
C 1.54717 2.03526 1.31316
C -6.27250 -1.61936 0.63338
N -5.36164 -3.75546 1.14897
C 3.09940 0.48638 3.01644
C 1.14648 1.66619 -1.72829
C 3.20250 -0.73748 -2.88915
C -2.11496 0.67090 3.33134
Se -2.24567 -2.59217 -0.99404
C -4.49963 -3.10389 1.92107
C 1.63638 3.83260 -2.67917
Se -0.09320 -4.70321 1.06625
H 0.64848 -0.92917 2.25681
C 5.60221 -0.74985 -2.98801
```

Net charge: +1
2S+1: 1
HOMO (spin up / spin down): -10.04 / -10.02 eV
Kohn-Sham gap (spin up / spin down): 4.532 / 4.512 eV
Energy relative to the best compared isomer or geometry (same formula, charge and spin): 1.1 kcal per mole
Energy: -333939.16581 eV

=====

Entry 6:
Molecular formula: C4H7NO2
Method: DFT, wB97M-V/def2-TZVPD

```
14
C4H7NO2 (wB97M-V/def2-TZVPD)
H 1.05860 -1.40255 1.19561
N 0.76408 0.49411 0.33658
O -0.50069 -1.15143 -2.68429
H -2.77589 -0.51639 -1.39419
H 1.82094 0.46509 2.19731
H 2.30319 1.71990 1.02485
H -1.87055 0.02293 0.05752
C 0.66764 -0.75841 0.40027
C -0.70219 -0.89657 -1.53471
O 0.08616 -1.51171 -0.56220
H 0.77983 1.88479 1.89617
C -1.84831 -0.06290 -1.02929
C 1.45196 1.15911 1.42551
H -1.76298 0.93221 -1.46909
```

SMILES: C/N=C/OC(C)=O
2S+1: 1
HOMO: -10.38 eV
Kohn-Sham gap: 11.322 eV
Energy relative to the best compared isomer or geometry (same formula, charge and spin): 26.8 kcal per mole
Energy: -9846.11881 eV